Record 1
{"formula": "C4H9S", "method": "ωB97M-V with the def2-TZVPD basis set", "orbital_gap_ha": 0.228, "spin_multiplicity": 1, "max_force_ha_per_bohr": 0.010, "e_tot_ev": -15129.57623, "e_homo_ev": -2.57, "lumo_ev": 3.65, "charge": -1, "species": ["S", "H", "C", "C", "C", "C", "H", "H", "H", "H", "H", "H", "H", "H"], "xyz": [[-0.329089, 2.356690, 1.484805], [-1.426441, 1.872180, 2.092341], [0.792864, -2.303530, -1.479781], [0.150023, -1.100475, -0.850903], [-0.235068, -0.059795, -1.584881], [0.042882, -1.091646, 0.648827], [1.867806, -2.299126, -1.272636], [0.635340, -2.343803, -2.558328], [0.433439, -3.244794, -1.048088], [-0.493138, 0.889231, -1.126977], [-0.252933, -0.140450, -2.669111], [-0.050029, -0.069179, 1.049536], [0.919367, -1.571975, 1.096790], [-0.841890, -1.677558, 0.922226]], "forces_ev_per_a": [[-0.033, 0.209, 0.059], [0.004, 0.007, -0.010], [-0.209, -0.432, 0.136], [0.171, 0.339, -0.016], [0.056, -0.075, -0.105], [0.192, 0.012, -0.115], [0.014, 0.112, -0.085], [0.075, 0.069, -0.020], [-0.138, 0.054, -0.008], [-0.293, -0.115, 0.085], [0.201, 0.114, 0.000], [-0.051, -0.258, -0.144], [-0.048, -0.032, 0.062], [0.059, -0.005, 0.161]]}



Record 2
{"formula": "H12O6", "method": "ωB97M-V with the def2-TZVPD basis set", "orbital_gap_ha": 0.344, "spin_multiplicity": 1, "smiles": "O.O.O.O.O.O", "max_force_ha_per_bohr": 0.126, "e_tot_ev": -12476.58453, "e_homo_ev": -9.24, "lumo_ev": 0.12, "species": ["O", "H", "H", "O", "H", "H", "O", "H", "H", "O", "H", "H", "O", "H", "H", "O", "H", "H"], "xyz": [[-0.229726, -0.898011, -0.351966], [-0.841304, -0.717432, 0.397916], [0.456031, -0.118844, -0.413124], [-4.692878, -0.904645, 0.387489], [-5.621097, -0.984498, 0.026023], [-4.777918, -0.942868, 1.329616], [3.991066, 0.025975, 2.014863], [3.637174, 0.928848, 1.921499], [4.483027, 0.146123, 2.776173], [-3.052049, -0.454396, -0.561158], [-3.637264, 0.208228, -0.196559], [-2.454460, -0.808192, 0.144455], [4.374097, -1.816413, -1.756155], [4.040827, -0.892841, -1.697863], [3.803240, -2.450227, -1.442378], [0.497370, 3.170839, -1.057573], [0.194991, 2.632541, -0.323560], [-0.171128, 3.875820, -1.197703]], "forces_ev_per_a": [[1.709, 1.958, 0.443], [1.327, 0.264, -0.828], [-2.288, -2.261, 0.439], [-6.177, -1.458, 1.209], [1.138, -0.046, 0.845], [-0.630, -0.180, 1.176], [-1.797, 0.752, -2.157], [-0.064, -0.559, -0.398], [1.849, -0.167, 2.546], [5.742, 1.096, -2.222], [0.663, -0.114, 0.096], [-1.469, 0.725, -1.166], [2.506, 3.132, -1.470], [-0.079, -1.516, 0.223], [-2.417, -1.625, 1.249], [-0.312, 0.718, -0.307], [-0.281, 0.123, 0.047], [0.579, -0.840, 0.276]]}



Record 3
{"formula": "C3H6N4O2", "method": "ωB97M-V with the def2-TZVPD basis set", "orbital_gap_ha": 0.349, "spin_multiplicity": 1, "smiles": "[H]/N=C\\N(N)C(=O)C(N)=O", "max_force_ha_per_bohr": 0.112, "e_tot_ev": -13259.95426, "e_homo_ev": -9.31, "lumo_ev": 0.17, "species": ["H", "N", "C", "N", "N", "C", "O", "C", "N", "O", "H", "H", "H", "H", "H"], "xyz": [[0.609933, 2.059028, 2.024591], [1.284471, 1.392307, 2.329868], [1.316943, 0.236505, 1.825195], [0.651891, -0.188919, 0.569508], [0.968845, -1.585796, 0.346591], [-0.143312, 0.734451, -0.178898], [-0.450523, 1.861553, -0.059134], [-0.775873, -0.026991, -1.389109], [-2.141460, 0.188788, -1.628477], [-0.162311, -1.066173, -1.827244], [2.054228, -0.597397, 2.195209], [-0.116972, -2.103549, 0.045407], [1.828331, -1.684313, -0.585628], [-2.478156, 0.877908, -1.079804], [-2.446037, -0.097402, -2.588074]], "forces_ev_per_a": [[-0.443, 0.286, -0.891], [0.564, -1.625, 1.075], [0.864, 0.009, -1.092], [0.678, 1.111, 1.657], [-1.254, -1.236, -3.365], [0.327, -5.082, -2.081], [0.093, 2.786, 1.794], [0.324, -5.106, -0.422], [4.153, -2.934, -2.750], [-2.298, 4.259, -0.152], [-1.652, 1.632, -0.718], [4.789, 1.855, 0.608], [-4.102, 0.432, 3.335], [-2.005, 2.974, 1.292], [-0.038, 0.640, 1.708]]}



Going through the records in order, we get ΔE to the lowest compared entry with this formula, charge and spin values of 1.7; 104.4; 99.5 kcal per mole.